No. 1
A molecular structure, C41H35BiClI2N6O4 at a distorted geometry. Source: OMol25; level of theory: the ωB97M-V functional and the def2-TZVPD basis.

The value obtained for the total energy is -3482.942233 Ha. Its charge is +1. The calculation puts the HOMO energy at -9.901 eV. The LUMO energy comes out at -2.438 eV. As for the multiplicity: 1. The HOMO-LUMO gap comes out at 0.274 Ha. The value obtained for the energy relative to the best compared isomer or geometry (same formula, charge and spin) is 8.0 kcal/mol.

XYZ file:
```
90
Properties=species:S:1:pos:R:3:forces:R:3:mulliken_charge:R:1
Bi -8.26175 -15.43246 -9.93133 -0.03 0.12 0.79 4.883
C -8.67068 -18.15540 -7.80482 -0.76 -0.21 -0.13 -1.467
N -9.52959 -17.02243 -8.21629 -0.52 0.25 0.21 0.642
C -10.05307 -16.30750 -7.02963 0.72 -0.19 -0.43 -2.019
C -10.24429 -14.81969 -7.17482 -1.19 -0.16 1.08 1.022
C -11.11068 -14.16012 -6.27203 -0.02 -0.11 -0.96 -1.178
C -11.21068 -12.78025 -6.35467 0.03 -0.67 0.50 -0.565
C -10.46393 -12.11090 -7.30690 -0.25 1.07 1.04 -0.934
C -9.62940 -12.83580 -8.09551 0.59 0.32 -1.02 -0.703
N -9.50094 -14.15765 -8.03734 -0.18 -0.19 -0.16 0.830
C -10.63045 -17.53890 -9.05412 0.03 -1.08 0.28 -1.437
C -11.45150 -16.46335 -9.66117 0.59 1.88 -1.14 0.914
C -12.82826 -16.39255 -9.66774 -0.01 -0.65 0.37 -0.995
C -13.48594 -15.39277 -10.36371 0.34 1.33 -0.71 -0.601
C -12.72084 -14.42639 -11.04610 0.01 -2.54 1.66 -1.232
C -11.33825 -14.53133 -10.96558 -0.81 0.57 -0.58 -0.171
N -10.72149 -15.48798 -10.32516 -0.22 -1.90 1.68 0.537
C -7.84054 -18.70364 -8.94594 0.20 0.32 0.06 0.331
C -7.68152 -20.06442 -9.10980 -0.69 -0.10 0.95 -1.016
C -6.88416 -20.56475 -10.10249 0.59 0.13 -0.68 -1.219
C -6.25160 -19.66482 -10.96511 -0.76 0.50 0.62 -0.652
C -6.48006 -18.31195 -10.76257 -0.30 0.04 0.56 -1.239
N -7.24521 -17.83689 -9.75693 0.47 -0.36 -0.35 0.949
H -8.06549 -17.86108 -6.94864 0.24 0.18 -0.23 0.764
H -9.33557 -18.95045 -7.43274 0.19 -0.09 -0.03 0.436
H -10.90128 -16.81544 -6.56436 -0.28 0.10 -0.25 0.347
H -9.26363 -16.37312 -6.31063 0.59 -0.11 0.72 0.619
H -11.77969 -14.70956 -5.61423 0.39 -0.06 0.01 0.494
H -11.82699 -12.26900 -5.62971 -0.15 0.21 -0.17 0.448
H -10.47097 -11.01871 -7.32222 -0.03 -0.40 -0.32 0.471
H -9.04188 -12.35266 -8.86008 0.17 0.08 -0.09 0.326
H -10.16440 -18.08308 -9.89232 -0.18 0.02 0.15 0.287
H -11.25326 -18.27643 -8.48231 0.29 0.62 -0.30 0.500
H -13.40094 -17.14013 -9.13267 0.05 -0.04 0.00 0.554
H -14.57655 -15.32505 -10.36726 0.38 -0.15 0.00 0.421
H -13.16573 -13.68153 -11.60879 -0.76 1.42 -0.94 0.670
H -10.72101 -13.81746 -11.47024 0.24 0.20 0.01 -0.076
H -8.22855 -20.69208 -8.41439 0.18 -0.26 -0.18 0.543
H -6.76159 -21.63175 -10.19821 0.04 -0.11 -0.16 0.423
H -5.66575 -19.93024 -11.81391 0.41 -0.47 -0.30 0.642
H -6.04922 -17.56010 -11.41464 -0.02 -0.15 0.08 0.792
I -9.70848 -12.84391 -13.81803 -0.09 0.20 -0.34 0.057
C -7.93305 -12.38061 -12.85859 -0.23 -0.59 0.60 -0.317
C -6.95116 -11.63442 -13.50308 0.57 0.81 -0.09 -0.423
C -5.74285 -11.41712 -12.89133 0.26 -0.02 -0.25 -0.511
I -4.39473 -10.05639 -13.78960 -0.27 -0.38 0.16 0.095
C -5.39767 -12.12354 -11.69276 -0.34 0.99 -1.15 1.345
C -4.09450 -12.18484 -11.18871 0.82 -0.19 1.08 -0.608
C -3.83620 -12.97267 -10.09117 -0.32 -0.72 -0.44 -1.208
C -4.90989 -13.74443 -9.57019 0.40 -0.11 1.15 -0.030
N -6.14468 -13.67129 -9.99182 -0.15 0.45 -0.50 -0.039
C -6.41024 -12.84272 -11.05644 -0.27 -0.96 0.40 -0.218
C -7.73780 -12.91615 -11.59695 -0.35 0.00 -0.22 -0.653
O -8.71436 -13.53985 -10.94834 0.66 0.37 -0.23 -0.316
H -7.17556 -11.16225 -14.45671 0.07 -0.12 0.17 0.423
H -3.29135 -11.61921 -11.65165 -0.19 -0.09 -0.05 0.210
H -2.83306 -13.17142 -9.71010 -0.31 0.38 -0.09 0.454
H -4.75214 -14.41479 -8.69680 0.04 0.43 -0.79 0.243
C -5.66044 -19.46324 -14.84961 0.04 -1.03 0.57 -1.312
C -5.53153 -18.18037 -14.08106 -1.02 0.41 -0.41 0.643
C -4.36291 -17.77319 -13.49179 1.63 -1.82 -0.16 -0.192
C -4.22506 -16.63779 -12.77031 -0.26 2.20 0.32 -0.358
Cl -2.77551 -16.24972 -11.87884 0.01 -0.25 -0.17 -0.250
C -5.21336 -15.65962 -12.84242 -0.39 -0.97 -0.35 -0.265
C -6.40627 -16.00858 -13.48590 0.31 1.08 0.30 -0.478
C -6.59977 -17.28135 -13.97616 -0.41 -0.41 -0.74 0.131
O -7.79252 -17.68513 -14.53827 0.41 -0.26 0.26 -0.511
C -9.03325 -17.24996 -14.00251 -0.43 0.73 0.38 -0.926
C -9.11391 -17.33966 -12.45211 0.61 -1.24 0.24 0.083
O -9.56997 -18.30139 -11.84026 -0.26 0.33 -0.68 -0.724
O -8.51031 -16.35562 -11.86894 -0.28 0.43 -0.74 0.338
H -4.70089 -20.00917 -14.82271 -0.34 0.29 -0.13 0.398
H -5.95624 -19.32476 -15.89433 0.00 0.13 0.24 0.346
H -6.40894 -20.15175 -14.37924 0.41 0.67 -0.39 0.268
H -3.47099 -18.38236 -13.60391 -0.14 -0.25 0.12 0.392
H -5.02381 -14.69019 -12.42960 -0.14 0.38 0.12 0.652
H -7.19619 -15.27081 -13.61058 0.18 -0.14 0.17 0.538
H -9.78750 -17.85647 -14.51796 0.18 0.12 0.41 0.400
H -9.21087 -16.18235 -14.20556 0.06 -0.22 -0.31 0.180
C -5.17462 -15.39554 -4.77048 -0.05 0.28 0.46 -0.366
C -6.04215 -14.37184 -5.14034 -0.60 -1.29 -1.00 -1.141
C -6.76291 -14.57319 -6.31966 0.05 0.20 -0.02 -0.065
N -6.56510 -15.57292 -7.18512 -0.19 0.06 0.15 0.612
C -5.67056 -16.49042 -6.83115 0.09 -0.06 0.48 -0.464
C -5.01935 -16.48360 -5.60645 -0.08 0.68 -0.59 -0.972
H -4.63858 -15.39894 -3.82964 -0.03 0.26 0.01 0.403
H -6.32315 -13.52341 -4.56585 0.26 0.48 0.65 0.505
H -7.57303 -13.90602 -6.58653 0.20 0.25 0.01 0.245
H -5.47161 -17.29102 -7.51607 -0.07 -0.30 -0.44 0.549
H -4.33984 -17.26361 -5.36413 0.38 -0.56 0.20 0.498
```
Positions in Å, forces in eV/Å.

---

No. 2
A molecular structure, C41H35BrN4O2ReS5 at a distorted geometry. Source: OMol25; level of theory: the ωB97M-V functional and the def2-TZVPD basis.

As for the expectation value of S²: 0.76. The value obtained for the total energy is -6595.758281 Ha. Its charge is +2. The calculation puts the HOMO energy (alpha / beta) at -12.798 / -12.806 eV. The LUMO energy (alpha / beta) comes out at -6.327 / -6.696 eV. As for the multiplicity: 2. The HOMO-LUMO gap (alpha / beta) comes out at 0.238 / 0.225 Ha. The value obtained for the energy relative to the best compared isomer or geometry (same formula, charge and spin) is 0.0 kcal/mol.

XYZ file:
```
89
Properties=species:S:1:pos:R:3:forces:R:3:mulliken_charge:R:1
Re 0.86123 -0.65914 0.69183 -0.33 -2.09 0.35 -0.850
C -0.20422 -3.99323 0.72839 0.20 -0.06 -0.16 -0.928
C 0.55729 -4.07849 2.03848 -0.34 -0.13 -0.12 -1.064
S 1.51382 -2.56223 2.34439 0.00 0.09 0.06 0.264
C 1.12836 -2.34055 4.09848 -0.18 0.22 0.20 -0.958
C -0.33447 -2.08428 4.43610 0.04 -0.04 -0.01 -0.780
S -1.00391 -0.63921 3.57668 -0.05 0.09 -0.18 -0.004
C -2.46713 -1.34975 2.80285 0.05 -0.08 0.00 -0.328
C -2.27267 -2.46772 1.78358 0.10 -0.13 0.15 -1.039
S -0.95706 -2.38269 0.50128 -0.25 0.38 0.03 0.260
H -0.97280 -4.76223 0.64108 -0.03 0.04 0.09 0.717
H 0.44584 -4.11523 -0.13835 -0.01 -0.04 0.01 0.496
H 1.22901 -4.93731 2.03201 0.13 0.06 0.02 0.574
H -0.13004 -4.20907 2.87229 0.03 -0.02 -0.03 0.582
H 1.76106 -1.51888 4.42316 -0.02 0.01 -0.03 0.506
H 1.49324 -3.23612 4.60439 0.03 -0.09 -0.13 0.548
H -0.40306 -1.91442 5.51050 0.02 0.00 0.02 0.560
H -0.95507 -2.95474 4.22259 -0.01 0.04 0.02 0.345
H -3.00913 -0.51641 2.37146 0.01 0.25 -0.15 -0.215
H -3.11895 -1.75099 3.58101 -0.03 0.00 0.00 0.801
H -3.18976 -2.57733 1.20667 -0.06 0.00 -0.02 0.565
H -2.09791 -3.41472 2.29418 0.00 0.01 0.00 0.655
S 0.79268 5.13054 0.79311 -0.02 0.01 0.12 -0.001
C 0.89615 6.77771 0.37499 -0.03 0.05 0.02 -0.406
C 1.68624 6.97822 -0.71592 0.04 -0.03 -0.06 -0.644
C 2.21896 5.76724 -1.22266 -0.02 0.11 -0.04 -0.685
C 1.81819 4.67075 -0.50771 0.07 -0.17 -0.09 0.510
C 2.19084 3.27323 -0.73840 -0.03 0.13 0.02 0.514
C 1.52562 2.23815 -0.06215 0.05 -0.19 -0.02 -0.161
N 1.84457 0.95945 -0.21689 0.01 0.62 -0.16 1.121
C 2.86431 0.61606 -1.03371 -0.07 0.00 0.07 -0.048
C 3.56971 1.56866 -1.76490 0.05 0.05 -0.06 0.528
C 4.64092 1.12358 -2.61738 -0.03 0.07 0.02 -1.130
C 4.96821 -0.18108 -2.68769 0.02 -0.07 0.01 -1.264
C 4.26721 -1.16853 -1.90743 0.09 -0.09 -0.06 0.505
C 4.59199 -2.52893 -1.92709 0.05 0.06 -0.05 -0.704
C 3.89472 -3.42072 -1.13450 0.00 -0.15 0.04 -0.245
C 2.86270 -2.90071 -0.34130 0.01 0.10 0.04 1.206
N 2.51440 -1.62165 -0.29871 0.08 0.15 -0.36 0.429
C 3.21916 -0.75777 -1.08364 -0.10 -0.01 0.03 -0.443
C 4.19695 -4.85589 -1.09542 0.02 0.21 -0.06 0.330
C 5.20164 -5.51497 -1.74596 0.05 -0.08 -0.01 -0.455
C 5.20788 -6.91104 -1.48823 0.03 0.05 -0.03 -0.683
C 4.20815 -7.28874 -0.64878 0.01 -0.08 0.02 -0.345
S 3.25614 -5.95777 -0.16337 -0.07 -0.03 0.04 -0.082
C 3.20621 2.91052 -1.60721 0.08 0.03 -0.02 -0.612
H 0.37607 7.51782 0.96405 0.03 -0.03 -0.02 0.495
H 1.88385 7.95186 -1.14023 -0.01 -0.03 0.02 0.451
H 2.86353 5.72490 -2.09057 -0.03 -0.01 0.04 0.391
H 0.72318 2.44208 0.63401 0.03 0.04 0.00 0.175
H 5.18404 1.86015 -3.19605 -0.02 -0.01 0.02 0.492
H 5.77719 -0.51236 -3.32635 -0.02 0.00 0.01 0.492
H 5.39847 -2.86896 -2.56538 -0.03 0.01 0.02 0.465
H 2.32937 -3.56390 0.31951 0.07 -0.05 -0.14 -0.476
H 5.92706 -5.03247 -2.38678 -0.03 -0.02 0.02 0.373
H 5.92640 -7.60019 -1.90782 -0.03 0.02 0.02 0.427
H 3.98023 -8.27860 -0.28428 0.00 0.05 -0.02 0.460
H 3.75589 3.66871 -2.15194 -0.02 -0.02 0.03 0.481
Br 2.28831 0.23389 2.47547 0.51 0.75 0.56 -0.338
O -0.01837 -0.45708 -1.22084 -0.20 0.24 -0.18 -0.815
C -0.96605 0.31760 -0.81145 0.41 -0.22 -0.14 -0.007
N -1.95945 0.88306 -1.45937 -0.04 -0.04 0.09 0.357
C -2.80124 1.61694 -0.49043 0.06 -0.09 0.03 3.594
C -1.92742 1.48281 0.80101 0.08 -0.01 0.02 -2.370
O -2.13290 2.01012 1.85637 0.01 -0.14 -0.03 -0.578
N -0.90123 0.58320 0.49994 -0.41 0.26 0.05 1.507
C -3.04084 3.03875 -0.96672 -0.06 -0.01 0.03 -0.514
C -3.73986 3.20186 -2.16263 -0.01 -0.03 -0.01 -0.303
C -3.98586 4.46715 -2.66347 0.00 0.03 0.02 -0.961
C -3.55077 5.58570 -1.96013 -0.01 0.00 -0.05 -0.525
C -2.87092 5.42653 -0.76562 0.02 0.00 0.04 -1.054
C -2.61180 4.15459 -0.26389 0.04 0.02 -0.03 -0.008
C -4.10186 0.86397 -0.19421 0.06 0.06 -0.01 -0.385
C -4.37878 -0.38535 -0.73505 0.00 -0.07 0.07 -0.269
C -5.56163 -1.04204 -0.40450 0.05 -0.01 -0.02 -0.884
C -6.45866 -0.45851 0.47433 -0.03 0.02 0.01 -0.548
C -6.17980 0.79141 1.01705 -0.02 0.01 0.00 -0.889
C -5.01112 1.45389 0.68169 0.00 -0.01 0.01 -0.196
H -2.14707 0.77875 -2.44409 0.01 0.05 0.02 0.351
H -4.12072 2.33509 -2.69567 0.01 0.02 0.02 0.410
H -4.52974 4.58464 -3.59168 0.01 0.00 0.02 0.431
H -3.75391 6.57742 -2.34275 0.01 -0.02 0.01 0.431
H -2.54388 6.29584 -0.20877 0.00 -0.02 -0.02 0.459
H -2.09668 4.04833 0.68063 -0.03 0.00 -0.02 0.657
H -3.69040 -0.85989 -1.42379 0.00 0.01 -0.01 0.444
H -5.78303 -2.00442 -0.84955 0.00 0.02 0.01 0.473
H -7.38236 -0.96418 0.72430 0.02 0.01 0.00 0.455
H -6.88319 1.25785 1.69473 0.01 -0.01 -0.01 0.455
H -4.80130 2.43145 1.09882 0.00 -0.02 -0.01 0.451
```
Positions in Å, forces in eV/Å.